Entry 1:
Here is 13 unconnected molecules or ions with the total composition C14H54N8O13 from OMol25. Energies are from wB97M-V/def2-TZVPD.

XYZ file:
```
89
Properties=species:S:1:pos:R:3:lowdin_charge:R:1
C -4.683 19.207 9.260 -0.1025
C -4.998 17.831 8.765 -0.3253
O -3.873 16.989 8.580 -0.0926
H -4.384 19.952 8.471 0.0575
H -3.897 19.250 10.063 0.0942
H -5.609 19.602 9.724 0.0951
H -5.645 17.701 7.948 0.0966
H -5.606 17.398 9.611 0.1280
H -4.204 16.084 8.471 0.1035
C -0.468 18.662 8.349 -0.6113
O 0.716 19.311 8.361 -0.0843
N -1.644 19.189 8.320 0.2154
N -0.544 17.403 8.552 0.2055
H -1.571 20.109 7.874 0.0527
H -2.523 18.723 8.445 0.0673
H 0.305 16.899 8.786 0.1373
H -1.370 16.908 8.726 0.0844
C 3.416 19.370 6.128 -0.6263
O 3.553 20.714 6.457 -0.1085
N 2.659 18.523 6.764 0.1447
N 4.260 18.795 5.322 0.1489
H 1.863 18.990 7.321 0.0634
H 2.477 17.604 6.335 0.1192
H 5.088 19.338 5.104 0.1251
H 4.302 17.804 5.274 0.0958
C 1.777 24.845 10.540 -0.6046
O 1.720 25.502 9.320 -0.1204
N 1.028 23.901 10.960 0.1903
N 2.679 25.157 11.416 0.1514
H 0.387 23.467 10.307 0.0622
H 1.130 23.415 11.871 0.1474
H 3.365 25.928 11.217 0.1500
H 2.834 24.676 12.301 0.1183
C -0.279 22.038 7.605 -0.5439
O -0.070 22.567 8.833 -0.0983
N -1.474 21.631 7.278 0.1582
N 0.780 22.004 6.777 0.1837
H -2.184 21.853 7.996 0.0682
H -1.699 21.289 6.348 0.0881
H 1.767 22.223 7.143 0.1124
H 0.714 21.606 5.834 0.0823
C 3.355 23.875 6.232 -0.1578
O 3.056 23.634 7.570 -0.1383
H 3.830 24.771 5.989 0.0608
H 2.453 23.845 5.707 0.0456
H 4.046 23.070 5.974 0.0759
H 2.573 24.375 7.989 0.0567
C 0.499 19.593 4.132 -0.1735
O 0.153 20.938 4.093 -0.1228
H -0.213 18.994 3.491 0.1043
H 0.514 19.328 5.161 0.0460
H 1.495 19.327 3.778 0.0778
H -0.154 21.146 3.195 0.1128
C -3.612 19.853 5.683 -0.1362
O -2.260 19.700 5.312 -0.1333
H -3.992 19.030 6.292 0.0735
H -4.332 19.785 4.891 0.0777
H -3.806 20.801 6.152 0.0615
H -1.922 18.804 5.546 0.1085
C -1.549 23.786 4.889 -0.1729
O -0.176 23.960 5.022 -0.1083
H -2.069 23.888 5.824 0.0532
H -1.715 22.850 4.585 0.0192
H -1.956 24.492 4.232 0.0769
H 0.205 23.337 5.676 0.0219
C -1.348 25.316 8.279 -0.1561
O -0.832 26.426 9.015 -0.1271
H -2.395 25.530 8.168 0.0576
H -1.444 24.484 8.880 0.0266
H -0.974 25.172 7.276 0.0721
H 0.077 26.209 9.292 0.0139
C -4.081 22.879 8.337 -0.1322
O -3.248 22.164 9.250 -0.1576
H -3.766 22.760 7.299 0.0594
H -4.125 23.926 8.483 0.0631
H -5.125 22.425 8.403 0.1084
H -3.874 21.899 9.972 0.1157
C 2.803 21.234 9.933 -0.1885
O 3.641 20.294 10.499 -0.1415
H 1.788 20.893 10.315 0.0674
H 2.921 21.185 8.834 0.0605
H 3.040 22.265 10.360 0.0898
H 3.542 19.416 10.072 0.0882
C -1.253 20.576 11.540 -0.1402
O -0.152 19.720 11.280 -0.1183
H -1.686 20.466 12.521 0.0798
H -1.969 20.367 10.786 0.0283
H -0.925 21.578 11.419 0.0549
H 0.061 19.787 10.342 0.0172
```

Properties
- Molecular weight: 542.6 g mol⁻¹
- Total charge: 0
- Relative energy (zero: lowest compared OMol25 entry of this formula, charge and spin): 0.0000 eV
- HOMO-LUMO gap: 8.05 eV
- 2S+1: 1

=====

Entry 2:
Here is 14 unconnected molecules or ions with the total composition C14H56N28O14 from OMol25. Energies are from wB97M-V/def2-TZVPD.

XYZ file:
```
112
Properties=species:S:1:pos:R:3:lowdin_charge:R:1
C -25.871 36.414 -6.279 -0.6123
O -26.838 37.147 -6.480 -0.0402
N -25.272 35.612 -7.198 0.1845
N -25.524 35.953 -5.083 0.1989
H -24.715 34.858 -6.822 0.0674
H -25.562 35.741 -8.156 0.0828
H -26.116 36.164 -4.292 0.0877
H -24.661 35.429 -5.082 0.0932
C -26.521 30.732 -5.251 -0.7386
O -27.669 31.130 -4.954 -0.0220
N -25.621 31.409 -5.900 0.1816
N -26.004 29.565 -4.842 0.1487
H -24.664 31.145 -6.089 0.1102
H -26.000 32.206 -6.391 0.1013
H -26.400 28.977 -4.122 0.1087
H -25.144 29.246 -5.266 0.0980
C -29.494 37.251 -9.160 -0.7676
O -30.165 37.006 -10.180 -0.0205
N -29.657 38.299 -8.384 0.1700
N -28.634 36.463 -8.621 0.1807
H -30.256 39.002 -8.792 0.1166
H -29.003 38.562 -7.660 0.0938
H -28.412 35.565 -9.027 0.0873
H -28.246 36.695 -7.718 0.0696
C -25.802 35.933 -11.620 -0.7988
O -26.236 36.933 -11.144 0.0674
N -26.297 35.199 -12.580 0.1540
N -24.590 35.493 -11.349 0.1846
H -26.965 35.700 -13.148 0.1319
H -25.920 34.297 -12.835 0.1187
H -24.134 35.972 -10.586 0.0888
H -24.213 34.664 -11.785 0.1142
C -27.959 40.111 -4.586 -0.7836
O -26.931 40.589 -5.003 0.0617
N -28.862 40.651 -3.808 0.1446
N -28.138 38.819 -4.774 0.1640
H -29.257 40.102 -3.058 0.0949
H -28.732 41.640 -3.649 0.1109
H -28.998 38.509 -4.345 0.0939
H -27.611 38.300 -5.462 0.0450
C -25.538 39.855 -8.504 -0.6891
O -25.645 40.371 -7.374 0.0237
N -24.931 40.436 -9.510 0.1366
N -26.179 38.710 -8.839 0.1647
H -24.233 41.133 -9.292 0.1200
H -25.182 40.379 -10.487 0.1039
H -26.214 38.384 -9.794 0.0512
H -26.755 38.383 -8.076 0.0538
C -26.986 33.034 -9.407 -0.7904
O -25.965 33.396 -8.930 0.0414
N -27.409 31.855 -9.165 0.1785
N -27.766 33.586 -10.286 0.1949
H -28.161 31.541 -9.761 0.1142
H -26.779 31.142 -8.823 0.1286
H -27.591 34.367 -10.901 0.0920
H -28.594 33.045 -10.493 0.1209
C -22.207 35.908 -2.752 -0.7694
O -22.844 36.552 -3.594 -0.0035
N -22.063 36.210 -1.563 0.1961
N -21.917 34.640 -2.955 0.1638
H -22.647 36.984 -1.280 0.0606
H -21.336 35.739 -1.045 0.1366
H -21.223 34.237 -2.342 0.1208
H -22.156 34.302 -3.876 0.1050
C -27.731 35.509 -1.317 -0.7438
O -26.963 35.901 -2.178 -0.0044
N -27.703 35.824 -0.039 0.1950
N -28.667 34.641 -1.574 0.1778
H -26.967 36.335 0.427 0.1222
H -28.480 35.475 0.503 0.1100
H -29.186 34.308 -0.774 0.1178
H -28.947 34.525 -2.538 0.1410
C -24.833 32.791 -2.218 -0.7264
O -23.955 31.941 -2.517 -0.0394
N -26.052 32.361 -2.045 0.1682
N -24.734 34.097 -2.115 0.1994
H -26.796 33.006 -1.819 0.0757
H -26.292 31.381 -2.013 0.1139
H -23.782 34.424 -2.041 0.0752
H -25.583 34.635 -2.214 0.0589
C -24.794 38.571 -0.566 -0.7551
O -23.844 37.855 -0.612 0.0577
N -25.903 38.425 -1.329 0.1775
N -24.939 39.400 0.382 0.1836
H -25.886 37.556 -1.842 0.0682
H -26.594 39.119 -1.574 0.1117
H -24.120 39.455 0.971 0.1339
H -25.804 39.911 0.474 0.1242
C -22.408 32.966 -7.354 -0.6993
O -22.740 33.591 -6.348 0.0097
N -21.283 32.279 -7.461 0.1636
N -23.296 32.712 -8.347 0.1602
H -20.616 32.255 -6.703 0.1228
H -21.180 31.759 -8.321 0.1025
H -22.983 32.120 -9.103 0.0933
H -24.237 33.070 -8.426 0.0380
C -23.551 39.462 -5.130 -0.7803
O -23.907 40.507 -5.637 0.0139
N -24.278 38.819 -4.278 0.1689
N -22.706 38.611 -5.635 0.1693
H -23.756 38.015 -3.960 0.0349
H -24.974 39.192 -3.648 0.0903
H -22.205 38.769 -6.498 0.1116
H -22.579 37.770 -5.091 0.0621
C -22.137 37.795 -10.192 -0.7444
O -21.239 37.223 -9.547 -0.0165
N -23.385 38.013 -9.788 0.1683
N -21.985 37.753 -11.463 0.1496
H -23.817 37.675 -8.940 0.1064
H -23.844 38.519 -10.532 0.0789
H -22.825 37.896 -12.004 0.1014
H -21.131 37.541 -11.960 0.1255
```

Properties
- Molecular weight: 840.8 g mol⁻¹
- Total charge: 0
- Relative energy (zero: lowest compared OMol25 entry of this formula, charge and spin): 10.7047 eV
- HOMO-LUMO gap: 6.96 eV
- 2S+1: 1

=====

Entry 3:
Here is a molecular structure, C14H6Cl3N2O5RuS from OMol25. Energies are from wB97M-V/def2-TZVPD.

XYZ file:
```
32
Properties=species:S:1:pos:R:3:nbo_charge:R:1
Ru -0.091 -0.457 -0.137 1.0693
Cl 4.744 -1.033 4.916 0.0227
C 3.837 -0.723 3.471 -0.0396
C 2.459 -0.624 3.542 -0.2336
C 1.777 -0.379 2.368 -0.0973
Cl 0.029 -0.216 2.375 0.1417
C 2.401 -0.234 1.126 0.3109
O 1.726 0.012 -0.005 -0.6067
C 3.792 -0.346 1.107 -0.0840
Cl 4.626 -0.182 -0.397 0.0452
C 4.508 -0.586 2.265 -0.2281
H 1.934 -0.733 4.479 0.2477
H 5.584 -0.672 2.222 0.2487
O -0.039 0.003 -2.089 -0.5270
C -0.497 1.019 -2.623 0.4412
C -1.293 2.038 -2.018 -0.3217
C -1.662 3.135 -2.812 -0.0857
C -2.408 4.136 -2.261 -0.0490
C -2.819 4.092 -0.921 -0.1130
C -2.475 3.028 -0.136 -0.2970
C -1.701 1.967 -0.660 0.5207
O -1.411 0.970 0.120 -0.6888
N -2.791 5.283 -3.092 0.5370
O -2.486 5.254 -4.268 -0.3794
O -3.389 6.190 -2.550 -0.3743
H -0.255 1.149 -3.683 0.1690
H -1.364 3.193 -3.850 0.2519
H -3.403 4.912 -0.528 0.2545
H -2.785 2.966 0.898 0.2381
S 0.192 -2.806 -0.059 -0.0302
C -1.434 -2.454 -0.280 -0.0104
N -2.496 -2.018 -0.464 -0.3326
```

Properties
- Molecular weight: 521.7 g mol⁻¹
- Total charge: 0
- Relative energy (zero: lowest compared OMol25 entry of this formula, charge and spin): 0.4734 eV
- HOMO-LUMO gap (spin up / spin down): 7.65 / 7.45 eV
- 2S+1: 2

=====

Entry 4:
Here is a molecular structure, C14H7Br2CaN4OSeTe from OMol25. Energies are from wB97M-V/def2-TZVPD.

XYZ file:
```
31
Properties=species:S:1:pos:R:3:nbo_charge:R:1
Ca -0.680 -2.888 -0.873 1.7068
Br -4.286 0.217 -0.557 0.0013
C -2.494 0.219 0.117 -0.2475
C -1.741 1.492 0.010 -0.2176
C 0.456 1.785 0.013 0.0232
Br 1.427 3.447 -0.242 0.0127
C 1.326 0.572 0.117 -0.1857
C 2.661 0.455 0.281 -0.1251
C 3.289 -0.808 0.122 -0.4519
C 2.526 -1.858 -0.333 0.1064
N 1.219 -1.825 -0.587 -0.7780
C 0.498 -0.634 -0.253 0.2290
C -1.908 -0.999 0.274 0.4493
O -2.392 -2.145 -0.015 -0.8376
H -2.414 2.316 -0.209 0.2517
H 3.256 1.332 0.504 0.2152
H 4.352 -0.922 0.279 0.2057
H 3.000 -2.814 -0.541 0.1827
Se -0.839 1.005 -3.650 0.8125
N -0.812 2.140 -2.286 -0.5888
C -0.604 1.412 -1.108 -0.0853
C -0.665 1.880 1.087 -0.3040
C -0.519 0.944 2.242 -0.2058
C -0.472 -0.371 2.077 0.0351
N -0.534 -1.020 0.805 -0.6236
C -0.259 -0.028 -1.417 0.2822
N -0.349 -0.459 -2.606 -0.6555
H -0.809 2.899 1.438 0.2339
H -0.493 1.363 3.240 0.2118
H -0.411 -1.039 2.930 0.1989
Te -1.327 -5.666 -0.858 -0.8519
```

Properties
- Molecular weight: 653.7 g mol⁻¹
- Total charge: -1
- HOMO-LUMO gap (spin up / spin down): 5.91 / 5.77 eV
- 2S+1: 1

=====

Entry 5:
Here is a molecular structure, C14H8BrCl2IrN2O2 from OMol25. Energies are from wB97M-V/def2-TZVPD.

XYZ file:
```
30
Properties=species:S:1:pos:R:3:nbo_charge:R:1
Ir -0.572 1.365 -1.344 1.1685
Cl -3.646 -2.464 -1.601 0.1439
C -1.951 -2.505 -1.493 -0.0306
C -1.254 -3.729 -1.420 -0.2190
C 0.118 -3.769 -1.374 0.0140
Cl 0.928 -5.269 -1.258 0.1188
C 0.866 -2.559 -1.422 -0.1197
C 2.260 -2.438 -1.404 -0.0123
C 2.843 -1.178 -1.474 -0.2629
C 2.044 -0.046 -1.538 0.1036
N 0.712 -0.140 -1.535 -0.4100
C 0.123 -1.370 -1.488 0.1005
C -1.245 -1.320 -1.498 0.2586
O -1.793 -0.090 -1.518 -0.5717
H -1.818 -4.652 -1.396 0.2760
H 2.877 -3.325 -1.337 0.2668
H 3.917 -1.063 -1.474 0.2695
H 2.476 0.944 -1.611 0.2396
O -0.582 4.035 4.098 -0.5759
C -0.576 3.302 3.011 0.4440
C -0.606 1.899 2.992 -0.2993
C -0.593 1.235 1.791 0.0978
N -0.552 1.899 0.623 -0.4845
C -0.533 3.240 0.667 0.1565
Br -0.505 3.902 -1.115 0.2883
C -0.540 4.002 1.784 -0.2935
H -0.616 3.523 4.919 0.5214
H -0.641 1.332 3.913 0.2685
H -0.620 0.155 1.736 0.2502
H -0.522 5.083 1.768 0.2927
```

Properties
- Molecular weight: 579.3 g mol⁻¹
- Total charge: +2
- Relative energy (zero: lowest compared OMol25 entry of this formula, charge and spin): 0.2207 eV
- HOMO-LUMO gap (spin up / spin down): 5.94 / 5.93 eV
- 2S+1: 1

=====

Entry 6:
Here is a single C14H8F17IO2 molecule from OMol25. Energies are from wB97M-V/def2-TZVPD.

XYZ file:
```
42
Properties=species:S:1:pos:R:3:nbo_charge:R:1
O 2.130 0.192 -6.526 -0.5336
C 1.197 -0.084 -5.577 0.7700
O -0.010 0.733 -5.234 -0.5243
C -0.793 0.296 -4.063 0.1016
C -1.020 1.461 -2.908 -0.4302
C -2.414 1.051 -2.117 -0.5012
C -2.635 1.859 -0.697 0.6765
F -4.091 2.262 -0.690 -0.3515
F -1.872 3.126 -0.584 -0.3346
C -2.477 0.873 0.644 0.6019
F -3.463 -0.246 0.398 -0.3186
F -3.048 1.658 1.774 -0.3088
C -0.947 0.337 0.885 0.6155
F 0.098 1.420 0.767 -0.3101
F -0.727 -0.756 -0.134 -0.3237
C -0.697 -0.322 2.396 0.6118
F -1.852 -1.268 2.634 -0.3118
F -0.821 0.723 3.446 -0.2995
C 0.657 -1.242 2.495 0.6064
F 0.214 -2.652 2.178 -0.3061
F 1.709 -0.924 1.502 -0.3042
C 1.343 -1.317 3.980 0.6078
F 0.300 -1.696 5.000 -0.2995
F 2.329 -2.462 4.008 -0.3100
C 2.097 0.046 4.481 0.5804
F 1.332 0.524 5.694 -0.3043
F 2.081 1.174 3.524 -0.2991
C 3.647 -0.173 5.002 0.9446
F 4.115 1.188 5.462 -0.3203
F 3.691 -1.030 6.233 -0.3038
F 4.596 -0.590 3.944 -0.2999
C 0.150 -0.925 -3.443 -0.4641
C 1.222 -1.417 -4.620 -0.4392
I 0.395 -3.252 -5.559 0.1345
H -1.878 -0.129 -4.310 0.2033
H -1.242 2.505 -3.437 0.2518
H -0.166 1.514 -2.110 0.2280
H -3.298 1.402 -2.836 0.2642
H -2.550 -0.125 -2.016 0.2588
H 0.876 -0.304 -2.744 0.2115
H -0.386 -1.764 -2.802 0.2537
H 2.207 -1.666 -4.036 0.2762
```

Properties
- Molecular weight: 658.1 g mol⁻¹
- Total charge: 0
- SMILES: O=C1O[C@H](CCC(F)(F)C(F)(F)C(F)(F)C(F)(F)C(F)(F)C(F)(F)C(F)(F)C(F)(F)F)C[C@H]1I
- Relative energy (zero: lowest compared OMol25 entry of this formula, charge and spin): 13.7085 eV
- HOMO-LUMO gap: 8.97 eV
- 2S+1: 1